Entry 1:
103
Properties=species:S:1:pos:R:3:forces:R:3 method="wB97M-V/def2-TZVPD" orbital_gap_ha="0.1272 / 0.1464" energy_ev=-283651.82373 s_squared=1.094 spin_multiplicity=2 homo_energy_ev="-11.88 / -11.89" total_charge=+2
Re 0.46277 -0.48544 -1.50006 2.364 -0.730 3.271
Se -3.87919 1.79632 3.22253 0.464 -0.793 -0.005
P -2.87446 -0.09232 3.45811 -1.166 1.591 0.744
C -1.73543 -0.06510 4.88133 -0.181 -0.243 -0.447
C -1.82196 -1.00809 5.89872 0.078 -0.008 -0.098
C -0.96944 -0.91292 6.98573 0.026 -0.026 0.100
C -0.04872 0.11914 7.06768 -0.026 -0.031 0.020
C 0.02182 1.07097 6.06191 -0.021 0.031 0.016
C -0.82235 0.97829 4.97284 -0.055 -0.009 -0.042
C -3.98300 -1.50391 3.66828 0.495 0.116 -0.101
C -5.33313 -1.28366 3.91145 0.087 0.175 -0.062
C -6.15978 -2.35903 4.18343 -0.009 -0.126 0.040
C -5.64001 -3.64287 4.21326 -0.015 0.073 -0.028
C -4.29429 -3.85989 3.95322 0.139 -0.070 0.021
C -3.45576 -2.79467 3.68300 -0.245 -0.009 0.051
C -1.92316 -0.39320 1.95607 0.638 0.837 -0.158
C -1.06248 0.36034 1.14006 -0.234 0.274 0.459
N -0.75268 -0.48632 0.11979 -0.120 0.991 -0.671
N -1.38043 -1.61829 0.28666 -0.562 -1.600 -0.564
N -2.08584 -1.58786 1.36578 0.240 -0.585 -0.496
P -0.17930 1.92848 1.07328 -0.471 0.199 0.969
Se 0.90956 1.85823 -0.87802 -0.128 -0.920 -0.659
C -1.14963 3.45380 1.19526 0.457 -0.409 -0.091
C -1.52830 4.14049 0.04531 0.043 -0.084 -0.149
C -2.21305 5.33746 0.16199 -0.040 0.001 -0.085
C -2.52678 5.84387 1.41456 0.065 -0.112 -0.019
C -2.15970 5.15353 2.55844 0.076 -0.003 0.007
C -1.45922 3.96685 2.45496 0.173 -0.079 0.071
C 1.08542 1.89632 2.35611 -0.282 0.023 -0.420
C 1.52456 0.67769 2.86534 0.032 0.004 -0.101
C 2.51974 0.67158 3.82400 0.100 -0.087 -0.083
C 3.07825 1.86613 4.25365 -0.001 -0.006 0.005
C 2.66259 3.07432 3.71338 0.060 0.022 0.026
C 1.66674 3.09650 2.75496 -0.083 -0.025 -0.004
H -2.54580 -1.80685 5.84667 -0.038 -0.039 0.032
H -1.03283 -1.64559 7.77522 -0.006 -0.052 0.092
H 0.60539 0.19003 7.92263 0.059 0.005 0.103
H 0.72551 1.88660 6.13215 0.050 0.078 0.018
H -0.78410 1.71753 4.18521 -0.046 0.017 0.132
H -5.73186 -0.27784 3.88898 0.056 0.033 0.000
H -7.20683 -2.19170 4.37962 -0.110 0.012 0.018
H -6.28304 -4.47879 4.43985 -0.074 -0.092 0.003
H -3.89439 -4.86142 3.97046 0.022 -0.127 0.003
H -2.40814 -2.95576 3.47636 0.028 -0.100 0.052
H -1.26372 3.75440 -0.93167 -0.082 0.039 -0.026
H -2.49713 5.88477 -0.72294 -0.007 0.020 -0.104
H -3.04032 6.78784 1.50101 -0.112 0.088 -0.011
H -2.40847 5.54104 3.53390 -0.006 0.030 0.088
H -1.13676 3.46008 3.35122 -0.093 0.011 0.028
H 1.08061 -0.25158 2.53007 -0.037 -0.025 0.070
H 2.85386 -0.26600 4.24127 0.015 -0.076 0.073
H 3.83595 1.85675 5.02203 0.106 -0.002 0.044
H 3.11372 3.99772 4.03876 0.044 0.110 0.054
H 1.33040 4.03117 2.32848 0.014 0.088 0.033
Br 5.04777 -4.43782 1.53290 -0.452 0.424 -0.258
C 3.77009 -3.28988 0.73080 0.313 -0.330 0.203
C 2.63627 -3.83579 0.13703 -0.152 -0.050 -0.098
C 1.71897 -2.99900 -0.46901 -0.216 -0.450 -0.144
C 1.92587 -1.61412 -0.51350 -1.537 1.147 -1.170
C 3.04726 -1.08650 0.13218 0.313 0.468 0.209
C 3.96578 -1.91202 0.74735 -0.010 0.110 -0.027
H 2.47353 -4.90278 0.15552 -0.009 -0.053 0.002
H 0.82891 -3.44535 -0.90515 0.011 0.024 0.035
H 3.19905 -0.01393 0.16200 0.052 -0.047 -0.004
H 4.82984 -1.49444 1.23777 0.110 0.048 0.045
C 1.88426 -3.22511 -4.14619 -0.003 0.139 0.014
C 0.79673 -2.22675 -4.54192 0.124 0.129 0.301
C -0.53156 -2.64993 -3.89459 0.107 0.256 -0.103
C 0.61569 -2.15719 -6.05543 0.026 0.097 0.063
P 1.19101 -0.53369 -3.79714 -0.264 0.211 -1.843
C -0.10696 0.51313 -4.53831 0.032 -0.033 0.309
C -0.01854 1.16353 -5.76438 0.059 -0.050 0.057
C -1.09752 1.87834 -6.25483 0.023 0.030 -0.082
C -2.28143 1.94512 -5.54002 0.040 -0.067 0.042
C -2.38485 1.30070 -4.31815 -0.249 0.078 0.130
C -1.30347 0.60099 -3.82113 0.294 -0.041 -0.056
C 2.90106 0.13851 -4.23249 -0.069 0.064 0.390
C 3.84149 -0.41354 -3.15625 -0.100 0.037 -0.006
C 3.41880 -0.23072 -5.61917 -0.230 -0.155 0.025
C 2.83527 1.65829 -4.07614 -0.232 -0.003 0.146
H 1.56482 -4.23045 -4.41884 -0.011 -0.061 0.010
H 2.06519 -3.19854 -3.06889 0.071 -0.132 -0.058
H 2.81863 -3.02747 -4.66539 0.098 -0.003 0.021
H -0.72247 -3.70216 -4.10229 0.022 -0.069 0.047
H -1.36859 -2.07761 -4.29348 -0.037 0.031 0.144
H -0.51058 -2.53882 -2.79438 -0.117 -0.103 0.060
H 0.17890 -3.08960 -6.40770 -0.027 -0.136 -0.009
H 1.56137 -2.02209 -6.57117 0.077 0.018 -0.063
H -0.05897 -1.34895 -6.33634 -0.025 -0.097 -0.069
H 0.88471 1.10197 -6.34938 0.084 0.021 -0.084
H -1.01802 2.37406 -7.20897 0.023 0.057 -0.115
H -3.12504 2.48619 -5.93772 -0.086 0.067 -0.030
H -3.31096 1.33652 -3.76521 -0.067 0.011 0.082
H -1.42774 0.07379 -2.86547 -0.163 -0.006 -0.057
H 3.80655 -1.49851 -3.10140 0.060 -0.142 0.067
H 3.56348 -0.00346 -2.18566 0.135 -0.030 0.018
H 4.86782 -0.12184 -3.37080 0.065 0.078 -0.069
H 3.63866 -1.29171 -5.69242 -0.012 -0.107 -0.098
H 4.35241 0.30289 -5.78585 0.097 0.083 0.036
H 2.73685 0.04864 -6.41784 -0.025 -0.012 -0.071
H 2.37767 1.92586 -3.11652 0.112 0.117 -0.186
H 2.27411 2.13255 -4.87478 -0.078 0.076 -0.015
H 3.84251 2.06951 -4.09356 0.135 -0.039 0.042

Entry 2:
107
Properties=species:S:1:pos:R:3:forces:R:3 method="wB97M-V/def2-TZVPD" orbital_gap_ha=0.2281 energy_ev=-100748.78406 homo_energy_ev=-10.11 total_charge=+1 de_lowest_ev=0.2696
Tl 0.60229 1.35117 -1.31206 -0.184 0.125 0.102
C -2.21847 3.18408 3.29919 0.011 0.081 0.090
C -0.90926 2.74432 3.16642 -0.012 0.016 0.027
C -0.58115 1.79704 2.21648 -0.070 -0.061 -0.238
C -1.58115 1.23765 1.41807 -0.292 0.681 0.573
C -2.89016 1.70675 1.53168 0.234 -0.059 -0.159
C -3.19928 2.68047 2.46228 -0.024 -0.021 0.021
N -1.25761 0.30425 0.44199 0.239 -0.448 -0.637
C -1.63715 -0.92216 0.42825 -0.201 0.605 0.304
C -2.80077 -2.93899 1.81217 -0.064 0.236 0.215
C -2.47481 -4.05496 0.97850 0.212 -0.090 -0.953
C -1.98298 -4.07063 -0.29139 -0.444 -0.757 0.964
C -1.58668 -2.98871 -1.09001 0.415 1.468 -0.115
C -1.43306 -1.64246 -0.82056 -0.305 -2.005 0.173
N -0.98095 -0.82671 -1.82660 0.334 0.640 -3.084
N -1.11750 -1.24855 -3.01827 -0.458 -0.930 2.770
C -0.71046 -0.45704 -4.05698 0.488 1.167 -1.387
C -0.71902 -1.06170 -5.32148 0.054 0.131 0.501
C -0.48335 -0.28107 -6.43465 0.042 0.274 0.021
C -0.25897 1.07760 -6.25924 0.020 -0.142 0.015
C -0.21738 1.58005 -4.96599 0.013 0.114 -0.234
N -0.42319 0.84364 -3.88875 -0.327 -0.479 0.362
H -2.46739 3.92448 4.04303 -0.030 0.101 0.056
H -0.13557 3.14281 3.80555 0.070 0.054 0.064
H 0.43559 1.45468 2.10016 0.124 -0.025 0.009
H -3.65183 1.30445 0.88180 -0.137 -0.067 -0.089
H -4.21315 3.04155 2.53370 -0.130 0.033 0.047
H -2.85383 -3.21018 2.86375 0.057 0.159 -0.116
H -2.64946 -5.01758 1.44224 -0.050 -0.087 -0.006
H -1.87888 -5.04180 -0.75652 0.050 -0.075 0.023
H -1.31615 -3.23462 -2.11093 0.042 -0.066 0.050
H -0.91545 -2.11924 -5.38962 -0.101 -0.093 -0.010
H -0.50206 -0.71424 -7.42291 0.004 -0.034 -0.078
H -0.12735 1.73919 -7.09993 0.058 0.052 -0.077
H -0.04418 2.63229 -4.78469 0.089 0.086 -0.098
C -1.24269 4.50129 -0.24806 -0.210 -0.135 0.197
N -1.43801 5.93607 -0.34700 -0.209 0.126 0.142
C -1.72201 6.27102 -1.73825 -0.180 0.066 0.002
N -0.63502 5.86445 -2.62333 -0.045 0.064 -0.384
C -0.45098 4.43374 -2.49198 -0.008 -0.101 -0.046
N -0.14383 4.03724 -1.10799 0.040 -0.185 -0.075
C 1.07767 4.75756 -0.70033 0.153 -0.106 0.055
N 0.91807 6.19465 -0.80582 0.276 0.168 0.073
C -0.19734 6.60021 0.04222 -0.022 0.102 0.168
C 0.59115 6.52697 -2.18791 0.115 0.087 -0.084
H -2.16346 3.99392 -0.54867 0.031 -0.022 0.046
H -1.01480 4.23993 0.78885 -0.041 -0.049 -0.070
H -1.86654 7.34998 -1.82620 -0.031 -0.050 -0.006
H -2.63775 5.75835 -2.04464 0.003 0.080 -0.007
H 0.38331 4.12700 -3.13192 -0.033 -0.035 0.004
H -1.36309 3.92100 -2.81112 0.032 -0.024 -0.010
H 1.90313 4.44784 -1.34838 0.015 -0.078 0.073
H 1.31253 4.49271 0.33450 0.027 -0.046 -0.068
H -0.33077 7.68120 -0.03907 0.011 -0.038 0.052
H 0.03402 6.34158 1.07879 -0.021 0.062 -0.024
H 1.41423 6.20964 -2.83422 -0.024 0.066 0.013
H 0.46335 7.60793 -2.27745 0.029 -0.047 -0.009
Cl 3.91548 1.54318 -1.90378 0.292 0.010 -0.402
C 4.42800 1.49329 -0.20332 -0.017 0.088 0.091
Cl 4.47998 3.11376 0.47133 0.210 -0.048 0.004
C 3.35409 0.64944 0.48729 -0.036 1.408 0.226
O 3.57822 -0.59346 0.44275 -0.437 -1.976 0.185
O 2.35809 1.17095 0.95589 -0.067 0.263 0.166
H 5.41353 1.02945 -0.17374 -0.179 0.119 0.073
C 5.08133 -3.09394 1.33715 0.044 0.043 -0.034
C 4.23641 -3.34431 2.54500 0.090 -0.106 0.049
C 4.75751 -4.05954 3.62184 0.023 0.027 -0.089
C 4.01785 -4.28595 4.76909 -0.067 0.018 0.012
C 2.71808 -3.81495 4.85406 -0.047 -0.083 0.092
C 2.18788 -3.10624 3.79119 -0.160 0.128 -0.075
C 2.93351 -2.86363 2.64264 -0.351 0.502 -0.507
Sb 1.83918 -1.67407 1.16947 0.938 -0.665 0.015
C -2.34348 -1.48183 1.62005 -0.064 -0.178 0.140
C -1.93034 -0.88858 2.90133 -0.256 -0.094 0.785
C -2.79404 -0.72989 3.92035 0.813 0.001 -0.238
C -4.19678 -0.95521 3.73562 -0.673 -0.200 -0.494
C -4.69052 -1.41213 2.56891 0.058 0.318 0.805
C -3.82669 -1.82786 1.46782 0.216 -0.396 -0.359
C -4.44538 -1.82244 0.09024 0.105 -0.037 0.026
C 1.89554 -2.90575 -0.62110 0.056 0.383 0.561
C 2.05493 -2.24487 -1.82866 0.073 0.140 -0.013
C 1.97562 -2.93121 -3.02700 -0.008 0.030 -0.100
C 1.73947 -4.29403 -3.01496 -0.022 0.013 -0.079
C 1.56939 -4.95565 -1.81131 -0.066 0.015 0.068
C 1.62157 -4.27161 -0.60152 0.008 -0.117 -0.072
C 1.38044 -4.99703 0.68557 0.167 -0.045 -0.002
H 5.85191 -3.85471 1.23878 0.029 -0.041 -0.064
H 5.57295 -2.12566 1.43417 0.048 0.027 -0.119
H 4.47192 -3.07194 0.43343 0.117 -0.020 -0.066
H 5.76475 -4.44757 3.55273 0.079 0.002 -0.008
H 4.45424 -4.82636 5.59686 0.020 -0.057 0.018
H 2.12404 -3.99907 5.73804 -0.022 0.014 0.034
H 1.16939 -2.74054 3.84940 -0.107 0.063 0.119
H -0.88369 -0.64215 3.00656 0.004 0.017 0.077
H -2.45639 -0.35058 4.87342 0.122 0.019 0.032
H -4.86832 -0.69473 4.53843 -0.121 0.032 0.058
H -5.75666 -1.48417 2.42018 -0.145 -0.012 -0.057
H -5.50324 -2.06644 0.15156 -0.068 0.018 0.055
H -3.97919 -2.54264 -0.57625 -0.075 -0.005 -0.005
H -4.34184 -0.83715 -0.36325 -0.081 0.100 -0.065
H 2.24463 -1.17826 -1.83874 0.091 0.071 -0.064
H 2.09200 -2.40278 -3.96068 0.045 0.055 -0.125
H 1.67624 -4.84131 -3.94285 0.023 -0.072 -0.101
H 1.38347 -6.02067 -1.80875 -0.038 -0.093 0.019
H 1.00672 -6.00175 0.50331 -0.085 -0.030 0.047
H 0.65505 -4.45553 1.29409 -0.113 -0.077 0.145
H 2.30271 -5.07198 1.26066 -0.004 -0.061 0.088